Entry 1:
The following is a quantum chemistry calculation of C27H31N3O3 in the gas phase in a non-equilibrium geometry, from OMol25.

ΔE to the lowest compared entry with this formula, charge and spin: 462.8 kJ/mol
LUMO energy: 0.4656 eV
Electronic energy: -39113.150 eV

XYZ file:
```
64
Properties=species:S:1:pos:R:3:forces:R:3
C -0.319996 -2.759961 3.215898 -0.6 -0.5 -0.1
N 0.973523 -2.116274 3.065026 0.3 0.3 -0.6
C 1.216997 -0.791402 2.965578 0.5 -0.7 0.6
C 0.141342 0.217729 3.139175 -3.1 1.8 -1.0
C -1.066021 0.150816 2.380823 2.7 -1.5 0.5
C -2.228513 0.866867 2.880315 -0.6 0.3 0.8
C -3.423910 0.005141 3.279352 0.8 0.3 -0.3
C -4.047760 0.292852 4.486643 -0.3 -0.3 -0.2
C -5.231607 -0.367039 4.818772 0.1 0.1 -0.2
C -5.785724 -1.282695 3.915503 0.2 -0.1 0.1
C -5.133403 -1.585928 2.715037 0.5 0.3 -0.2
C -3.924779 -0.943236 2.393345 -0.8 -0.3 0.3
O 0.304121 1.124900 4.010439 0.9 -0.5 0.5
N 2.570065 -0.647628 2.970773 -0.5 -0.1 -0.1
C 3.347063 0.629038 2.966955 -0.1 0.3 0.1
C 4.793282 0.327509 2.618352 0.4 -0.1 -0.2
C 3.286623 1.265924 4.348711 0.0 0.2 0.3
C 2.739365 1.541618 1.920649 -0.1 0.2 -0.3
C 3.153279 -1.897169 2.984510 0.0 0.1 -0.1
C 2.164725 -2.809820 3.013508 -0.2 0.1 0.2
H -0.117021 -3.804195 3.475296 -0.1 0.2 0.0
H -0.916413 -2.308419 4.021380 0.3 0.1 -0.4
H -0.895755 -2.734933 2.280808 0.2 0.1 0.4
H -1.132315 -0.485127 1.499949 0.0 -0.1 0.4
H -1.912816 1.457658 3.745233 0.0 -0.2 -0.2
H -3.606161 1.071693 5.112340 -0.2 -0.3 0.0
H -5.723363 -0.129134 5.762078 0.0 -0.2 -0.3
H -6.726852 -1.776243 4.156439 0.2 0.1 -0.1
H -5.564806 -2.290277 1.998396 0.1 0.2 0.4
H -3.406423 -1.141825 1.446878 -0.3 0.1 0.4
H 4.884355 -0.190284 1.656189 0.0 0.1 0.1
H 5.334628 1.277400 2.532202 -0.2 -0.2 0.0
H 5.297214 -0.258861 3.395821 -0.1 0.1 -0.1
H 2.260674 1.554089 4.590675 0.1 -0.1 0.0
H 3.657918 0.569187 5.108264 0.0 0.1 -0.1
H 3.923444 2.159807 4.358642 -0.1 -0.2 0.0
H 1.739286 1.867491 2.212370 0.1 0.0 0.0
H 3.373628 2.428770 1.804581 -0.1 -0.2 0.0
H 2.677016 1.024710 0.957145 0.0 0.2 0.1
H 4.218034 -2.042122 2.956411 -0.1 0.0 0.0
H 2.217299 -3.880720 3.007698 -0.1 -0.1 0.1
C 3.274026 2.284343 -2.293276 -0.2 0.1 0.0
C 2.708597 2.976343 -1.212813 -0.2 -0.2 -0.2
C 1.320492 3.125956 -1.128066 0.3 -0.1 -0.2
C 0.502566 2.619972 -2.141009 -0.1 0.0 0.0
C -0.992007 2.823916 -2.074912 0.1 0.0 0.2
C -1.789626 1.747825 -1.327690 0.3 -0.7 0.1
C -3.265456 2.076362 -1.409011 -0.9 0.3 0.5
O -3.703537 2.115452 -0.024989 -1.1 0.2 -0.7
C -2.640334 1.840870 0.717188 2.2 -0.5 -0.5
O -2.875819 1.873724 2.008646 0.1 0.2 -0.7
N -1.516446 1.595605 0.109760 -0.8 0.8 0.2
C 1.066979 1.944544 -3.229345 0.2 0.2 0.3
C 2.451798 1.784436 -3.311221 -0.1 0.0 0.2
H 4.354233 2.135814 -2.339173 -0.3 0.1 -0.1
H 3.341749 3.406573 -0.434402 -0.1 -0.2 -0.2
H 0.850729 3.630058 -0.278924 0.2 -0.1 -0.3
H -1.224739 3.789918 -1.598140 0.1 -0.2 -0.2
H -1.391580 2.836696 -3.102524 0.1 0.2 0.3
H -1.615830 0.768519 -1.801477 0.2 0.2 -0.1
H -3.470189 3.074989 -1.808324 0.0 -0.2 -0.2
H -3.844857 1.316508 -1.945437 0.0 0.3 0.2
H 0.398422 1.559410 -4.004013 0.3 0.1 0.1
H 2.881185 1.273351 -4.173966 0.0 0.1 0.3
```
Forces are in eV/Å.

***

Entry 2:
The following is a quantum chemistry calculation of a molecular structure, C27H31N7P2Rh, from OMol25.

Total charge: +3
ΔE to the lowest compared entry with this formula, charge and spin: 61.0 kJ/mol
LUMO energy (alpha / beta): -8.1416 / -11.5160 eV
Electronic energy: -60488.670 eV
Multiplicity: 5
Expectation value of S²: 6.04

XYZ file:
```
68
Properties=species:S:1:pos:R:3:forces:R:3
Rh 1.021543 0.005070 -0.000376 0.4 0.3 0.1
C -2.202640 -0.250531 1.011013 -0.1 0.0 -0.1
C -1.708441 -1.637205 0.556214 0.0 0.2 -0.1
P -1.024595 -1.633412 -1.156886 -0.1 -0.2 0.0
C -2.076814 -2.436353 -2.282165 -0.3 -0.1 -0.1
C -3.476969 -2.251100 -2.149588 0.1 -0.1 0.0
C -4.328735 -2.864654 -3.033817 0.0 0.0 -0.1
C -3.803394 -3.641131 -4.072909 0.0 0.0 0.0
C -2.424396 -3.802616 -4.234280 -0.1 0.0 0.0
C -1.556682 -3.189210 -3.361625 0.0 0.1 0.0
C 0.625676 -2.358647 -1.199652 0.0 0.0 0.0
C 0.891401 -3.593171 -0.588749 0.0 0.1 0.0
C 2.151871 -4.151438 -0.700440 0.1 0.0 0.0
C 3.163395 -3.485964 -1.402664 0.0 -0.1 0.0
C 2.909869 -2.269208 -2.012699 0.0 0.1 0.1
C 1.638488 -1.699145 -1.915675 -0.1 0.0 -0.2
P -1.011589 1.114681 0.748008 0.3 -0.4 0.4
C 0.087369 1.248939 2.166056 -0.2 0.1 0.3
C 0.907502 2.392102 2.240210 0.1 -0.1 0.0
C 1.693747 2.609668 3.357960 0.0 0.0 0.0
C 1.659507 1.708011 4.416723 0.0 0.0 0.0
C 0.839314 0.578753 4.363736 0.0 0.0 -0.1
C 0.060704 0.346639 3.246282 -0.1 0.0 0.0
C -1.915157 2.637801 0.588550 0.1 0.0 -0.3
C -2.327593 3.056735 -0.678573 0.0 0.1 0.0
C -3.129990 4.179894 -0.793256 0.0 0.0 0.0
C -3.516055 4.873136 0.346713 0.0 0.0 0.1
C -3.102465 4.453679 1.607012 0.0 0.0 0.0
C -2.295389 3.335631 1.739203 0.0 0.1 0.0
H -3.094937 0.044880 0.454331 0.0 0.0 0.0
H -2.490768 -0.258109 2.064265 -0.1 -0.1 0.0
H -2.520140 -2.365948 0.572060 0.0 0.0 0.1
H -0.908898 -2.009512 1.205675 0.0 0.0 0.0
H -3.882266 -1.642304 -1.349800 0.0 0.0 0.0
H -5.399066 -2.748497 -2.932032 0.0 0.0 0.0
H -4.479107 -4.120877 -4.769396 0.0 0.0 0.0
H -2.043007 -4.408848 -5.044368 0.0 0.0 0.0
H -0.488390 -3.306084 -3.490559 0.0 0.0 0.0
H 0.112907 -4.120564 -0.050220 0.0 0.0 0.0
H 2.350625 -5.122267 -0.263186 0.0 0.0 0.0
H 4.139161 -3.945327 -1.499209 0.0 0.0 0.0
H 3.676193 -1.783322 -2.603586 0.0 0.0 0.0
H 1.410409 -0.812742 -2.503160 0.0 0.0 0.0
H 0.910264 3.107758 1.427444 0.0 0.0 0.0
H 2.313237 3.494856 3.418045 0.0 0.0 0.0
H 2.255272 1.893220 5.301734 0.0 0.0 0.0
H 0.788754 -0.093297 5.211403 0.0 0.0 0.0
H -0.584724 -0.522074 3.220166 0.0 0.0 0.0
H -2.019662 2.519928 -1.568916 0.0 0.0 0.0
H -3.451219 4.516690 -1.769580 0.0 0.0 0.0
H -4.142050 5.750641 0.254821 0.0 0.0 0.0
H -3.409587 5.000261 2.488294 0.0 0.0 0.0
H -1.972982 3.019614 2.723831 0.0 0.0 0.0
N 3.700086 4.538469 -1.114380 0.0 -0.3 0.2
N 3.522355 3.185376 -1.000783 0.2 0.3 0.0
N 4.527492 2.346272 -1.115175 -0.2 -0.1 0.0
C 3.933029 1.195157 -0.840179 0.2 -0.1 0.0
N 2.636787 1.361762 -0.565613 -0.2 0.4 -0.1
N 2.387143 2.673288 -0.670867 0.0 -0.4 0.0
H 4.557036 4.712831 -1.626620 0.0 0.1 -0.1
H 2.869232 4.958823 -1.511074 0.1 0.1 -0.1
H 4.450845 0.250065 -0.843328 0.0 0.0 0.0
N 1.426938 -2.190433 2.191140 0.1 0.2 -0.1
N 2.185473 -1.164480 1.475493 -0.1 -0.1 0.1
H 1.559074 -2.023768 3.184447 0.0 -0.1 0.0
H 1.867049 -3.083260 1.991324 0.0 0.0 0.0
H 2.966600 -1.607765 0.994780 0.0 0.0 0.0
H 2.591356 -0.517371 2.148456 0.0 0.0 0.0
```
Forces are in eV/Å.

***

Entry 3:
The following is a quantum chemistry calculation of a molecular structure, C27H32Br2N7O5Y in a non-equilibrium geometry, from OMol25.

Total charge: +2
ΔE to the lowest compared entry with this formula, charge and spin: 131.3 kJ/mol
LUMO energy: -4.6108 eV
Electronic energy: -190306.347 eV

XYZ file:
```
74
Properties=species:S:1:pos:R:3:forces:R:3
Y 0.300251 0.499655 0.123636 -0.6 1.6 0.9
O 4.459748 1.456401 -0.119066 0.7 -0.3 0.0
C 5.019969 0.308793 -0.631411 -0.2 0.3 0.2
C 6.399999 0.276439 -0.717225 0.4 0.0 -0.1
C 7.041498 -0.845018 -1.224256 0.1 0.0 0.0
C 6.309947 -1.946107 -1.659557 0.0 0.2 0.0
C 4.927905 -1.899655 -1.575336 -0.1 -0.1 -0.1
C 4.261736 -0.791334 -1.048253 0.1 0.2 0.1
C 2.764284 -0.871191 -0.885437 0.1 0.9 1.0
O 2.079028 0.361293 -0.776970 2.0 -1.0 -1.0
N 2.447344 -1.663999 0.340689 -0.9 0.4 0.0
N 1.553563 -1.161230 1.247225 0.9 -0.1 -1.2
C 1.439969 -1.678318 2.394417 -0.4 -0.2 1.1
C 0.469534 -1.204182 3.392729 0.6 0.3 -1.2
Br -0.337464 0.468196 2.990105 -0.2 0.3 0.1
C 0.236484 -1.841996 4.517248 -0.3 -0.7 1.4
C -0.643981 -1.601665 5.685844 0.3 0.0 -0.5
C -1.807839 -0.828714 5.669143 -0.1 0.1 0.0
C -2.556243 -0.662845 6.826708 0.0 0.0 -0.1
C -2.156424 -1.271284 8.011568 0.0 0.0 0.1
C -1.013041 -2.062259 8.034801 0.1 0.0 0.0
C -0.269812 -2.228215 6.872853 0.2 -0.2 0.3
H 3.526876 1.413318 -0.319708 -0.8 -0.1 -0.2
H 6.961773 1.149184 -0.387351 -0.1 -0.2 -0.1
H 8.125476 -0.854516 -1.292426 -0.2 0.0 0.0
H 6.809849 -2.813113 -2.073985 -0.1 0.1 0.0
H 4.341450 -2.747619 -1.933760 0.1 0.2 0.1
H 2.384932 -1.426443 -1.719340 -0.4 -0.4 -0.7
H 3.137639 -2.307156 0.660863 0.5 -0.3 0.4
H 2.066424 -2.517724 2.687046 0.0 -0.1 0.1
H 0.879720 -2.721378 4.614172 -0.2 0.1 0.1
H -2.156641 -0.371648 4.751426 0.0 -0.1 0.1
H -3.463639 -0.065485 6.800332 0.2 -0.1 0.0
H -2.745951 -1.139784 8.916163 0.1 0.0 -0.2
H -0.699342 -2.552951 8.957213 -0.1 0.1 -0.3
H 0.626698 -2.851175 6.887399 -0.3 0.2 0.0
O 0.374861 6.893330 1.143455 -0.2 -0.4 -0.1
C 0.488899 5.573473 0.984978 -0.2 0.8 0.1
C 1.680356 4.877862 1.149772 0.3 0.2 0.1
C 1.667581 3.526718 0.961032 0.0 -0.5 -0.1
N 0.549372 2.844396 0.628785 0.3 0.3 0.0
C -0.564259 3.550941 0.490559 -0.1 -0.2 0.0
Br -2.102316 2.504650 0.077177 -0.2 0.1 0.1
C -0.678971 4.896664 0.645344 -0.3 0.2 0.0
H 1.215188 7.283500 1.388799 0.3 0.3 0.1
H 2.602983 5.380591 1.421732 -0.1 0.0 0.0
H 2.580502 2.950303 1.077083 -0.1 0.0 0.0
H -1.620347 5.422386 0.532024 0.2 0.0 0.0
N -0.284627 0.819644 -2.336362 -0.5 -1.0 0.3
C -0.813754 -0.541237 -2.658743 0.1 0.4 0.1
C -1.363899 -0.772630 -4.046699 0.0 0.2 -0.3
C -2.323584 0.282773 -4.578635 -0.2 0.0 -0.1
C -3.641166 0.359739 -3.803417 -0.3 -0.5 0.1
N -4.247105 -0.958000 -3.541827 -1.6 0.5 -2.3
C -5.142974 -1.554133 -4.303525 0.1 0.5 -0.1
N -5.647868 -0.928942 -5.368666 -0.4 -0.3 -0.3
N -5.547635 -2.801209 -4.012867 0.1 0.2 0.0
C -1.769829 -0.938239 -1.540923 0.3 -0.1 1.3
O -2.900841 -1.352995 -1.767348 2.2 -0.4 2.7
O -1.236159 -0.794443 -0.351920 -2.0 -1.2 -1.6
H -0.955417 1.511114 -2.606484 -0.4 0.5 -0.1
H 0.548616 0.998443 -2.858490 0.7 0.1 -0.3
H 0.024342 -1.214728 -2.540485 0.4 -0.3 0.1
H -1.860407 -1.743377 -4.041930 0.0 -0.1 0.0
H -0.527773 -0.874250 -4.732870 0.1 0.1 -0.2
H -2.521276 0.063694 -5.630026 0.0 0.0 0.0
H -1.861974 1.276786 -4.575129 0.0 -0.1 0.0
H -4.356808 1.001640 -4.309706 0.0 0.1 0.0
H -3.491909 0.813695 -2.828688 0.0 0.0 0.2
H -3.782502 -1.493143 -2.817325 0.0 0.0 0.1
H -5.343185 -0.009722 -5.623027 0.0 0.0 0.0
H -6.371698 -1.348960 -5.925014 0.0 0.0 0.0
H -5.234058 -3.251555 -3.170708 0.0 0.0 0.0
H -6.262057 -3.261084 -4.547397 0.0 0.0 0.0
```
Forces are in eV/Å.

***

Entry 4:
The following is a quantum chemistry calculation of a molecular structure, C27H32Cl2N7O2S2SiTeZr, from OMol25.

Total charge: +1
ΔE to the lowest compared entry with this formula, charge and spin: 0.0 kJ/mol
LUMO energy: -3.3191 eV
Electronic energy: -106211.899 eV

XYZ file:
```
75
Properties=species:S:1:pos:R:3:forces:R:3
Zr -0.684550 -0.068133 0.103651 0.1 0.1 -0.2
C -1.881978 1.427164 3.827491 0.0 0.0 0.0
C -0.781900 0.418535 3.637373 0.0 0.0 0.0
C -0.317323 -0.325149 4.694744 0.0 0.0 0.0
C 0.774220 -1.176356 4.490006 0.0 0.0 0.0
C 1.374368 -1.256992 3.261842 0.0 0.0 0.0
C 0.868121 -0.468840 2.206372 0.0 0.0 0.0
N -0.202270 0.343935 2.416919 0.0 0.0 0.0
N 1.263440 -0.482980 0.902101 0.1 0.0 0.2
Si 2.802793 -1.224767 0.423618 0.0 0.0 0.0
C 2.733301 -3.084103 0.588278 0.0 0.0 0.0
C 3.218322 -0.771650 -1.336491 0.0 0.0 0.0
C 4.146233 -0.485015 1.502206 0.0 0.0 0.0
H -1.495642 2.306735 4.350494 0.0 0.0 0.0
H -2.680686 1.024579 4.449953 0.0 0.0 0.0
H -2.297154 1.752478 2.877020 0.0 0.0 0.0
H -0.779859 -0.233922 5.667365 0.0 0.0 0.0
H 1.145577 -1.779534 5.308850 0.0 0.0 0.0
H 2.196558 -1.932216 3.090152 0.0 0.0 0.0
H 1.820245 -3.465982 0.125985 0.0 0.0 0.0
H 2.764214 -3.436780 1.619549 0.0 0.0 0.0
H 3.581908 -3.531394 0.064759 0.0 0.0 0.0
H 2.955827 -1.579403 -2.019350 0.0 0.0 0.0
H 4.291944 -0.586637 -1.425511 0.0 0.0 0.0
H 2.683802 0.115337 -1.671149 0.0 0.0 0.0
H 4.011802 -0.625740 2.574455 0.0 0.0 0.0
H 4.229846 0.589445 1.315111 0.0 0.0 0.0
H 5.104651 -0.935117 1.229958 0.0 0.0 0.0
Cl -6.031478 -4.615317 2.880772 0.0 0.0 0.0
C -4.653173 -3.770914 2.268368 0.0 0.0 0.0
C -3.497281 -4.499187 1.944774 0.0 0.0 0.0
C -2.381724 -3.865600 1.458020 0.0 0.0 0.0
Cl -0.962038 -4.757242 1.067355 0.0 0.0 0.0
C -2.369304 -2.467159 1.263385 0.0 0.0 0.1
O -1.308262 -1.873540 0.810925 -0.1 -0.1 -0.1
C -3.543492 -1.753946 1.594658 0.0 0.0 0.0
C -3.586426 -0.337734 1.447367 0.0 0.0 0.0
O -2.678854 0.384570 0.998312 -0.2 0.0 0.0
C -4.681570 -2.416194 2.100921 0.0 0.0 0.0
H -3.484849 -5.572055 2.081321 0.0 0.0 0.0
H -4.507324 0.163349 1.770950 0.0 0.0 0.0
H -5.569387 -1.849046 2.350323 0.0 0.0 0.0
C 3.798178 2.801706 -2.784170 0.0 0.0 0.0
C 2.304549 2.509947 -2.883188 0.0 0.0 0.0
C 1.600494 2.567904 -1.569695 0.0 0.0 -0.1
N 0.625550 1.805988 -1.227538 0.0 0.0 0.1
N 0.104724 2.100613 0.009692 0.0 0.1 0.1
C 0.755915 3.044097 0.642099 0.0 0.0 0.0
N 0.449293 3.430405 1.893394 0.0 0.0 0.0
S 2.014885 3.725031 -0.321370 0.0 0.0 0.0
H 4.258749 2.706871 -3.765646 0.0 0.0 0.0
H 4.292646 2.101889 -2.110043 0.0 0.0 0.0
H 3.991455 3.817238 -2.431036 0.0 0.0 0.0
H 2.117511 1.518102 -3.298300 0.0 0.0 0.0
H 1.819954 3.221726 -3.557045 0.0 0.0 0.0
H -0.026478 2.731046 2.448461 0.0 0.0 0.0
H 1.078668 4.042991 2.383484 0.0 0.0 0.0
Te -0.235671 -1.809307 -2.126345 0.0 0.0 -0.2
C 0.358573 -0.557857 -3.720851 -0.1 -0.1 0.0
C 1.454986 -0.760108 -4.513135 0.0 0.0 0.0
C 1.558095 0.164186 -5.591147 0.0 0.0 0.0
C 0.529376 1.054100 -5.610519 0.0 0.0 0.0
S -0.567083 0.761054 -4.329240 0.0 0.0 0.0
H 2.166169 -1.555566 -4.341453 0.0 0.0 0.0
H 2.358604 0.157594 -6.316899 0.0 0.0 0.0
H 0.356893 1.856627 -6.309942 0.0 0.0 0.0
N -2.418483 2.323431 -1.429688 0.0 0.0 0.0
C -3.512352 2.636941 -2.141436 0.0 0.0 0.0
C -3.990229 1.466288 -2.681054 0.0 0.0 0.0
C -3.098305 0.481267 -2.244129 0.0 0.0 0.1
N -2.143976 1.009347 -1.481769 0.0 0.0 -0.1
H -1.804391 2.931164 -0.914242 0.0 0.0 0.0
H -3.857403 3.654239 -2.215932 0.0 0.0 0.0
H -4.844985 1.339536 -3.320497 0.0 0.0 0.0
H -3.086562 -0.575972 -2.454022 0.0 0.0 0.0
```
Forces are in eV/Å.